No. 1
Below is C17H17BrNO12P2Ru as an isolated structure at a distorted geometry, with properties calculated with the ωB97M-V functional and the def2-TZVPD basis.

Values from the calculation:
Kohn-Sham gap (spin up / spin down) (eV): 7.18 / 7.18
Charge: -2
Expectation value of S²: 0.768
Spin multiplicity: 2

Last column: Mulliken spin population.
CARTESIAN COORDINATES (ANGSTROEM)
Ru1 -0.6251 0.2919 0.6464  0.99
O1 -2.6730 -0.7693 1.7176  0.02
P1 -3.5558 0.4097 1.0083  0.00
O2 -4.8804 0.5121 1.6354  0.00
O3 -2.5702 1.5717 1.0038  -0.01
O4 -3.7111 -0.1444 -0.4979  0.00
P2 -2.6716 0.1322 -1.7492  0.00
O5 -2.5745 1.7443 -1.7594  0.00
O6 -3.2701 -0.3616 -2.9946  0.00
O7 -1.3272 -0.4534 -1.3228  0.00
H1 -3.1929 -1.5770 1.8182  0.00
H2 -2.5354 2.0624 -0.8340  0.00
O8 0.6334 -0.1618 7.8120  0.00
C1 1.1761 -0.8884 6.9569  0.00
O9 2.0208 -1.7939 7.0617  0.00
C2 0.7147 -0.5932 5.4819  0.00
C3 -0.0160 0.5546 5.1953  0.00
C4 -0.4176 0.7927 3.8940  0.01
N1 -0.1185 -0.0453 2.8994  -0.02
C5 0.5792 -1.1463 3.1613  0.00
C6 1.0148 -1.4609 4.4410  0.00
C7 0.8729 -2.0523 1.9624  0.00
O10 1.6467 -2.9903 2.1191  0.00
O11 0.2722 -1.7247 0.8870  0.05
H3 -0.2720 1.2321 5.9978  0.00
H4 -1.0101 1.6599 3.6241  0.00
H5 1.5730 -2.3694 4.6085  0.00
Br1 3.0712 5.5763 -1.4725  0.00
C8 1.9368 4.1871 -0.7869  0.02
C9 1.3484 3.3050 -1.6740  -0.02
C10 0.5386 2.2975 -1.1647  -0.04
C11 0.3184 2.1712 0.2052  -0.03
C12 0.9140 3.0834 1.0620  0.06
C13 1.7275 4.1008 0.5761  -0.01
H6 1.5116 3.3977 -2.7390  0.00
H7 0.0655 1.6081 -1.8546  -0.01
H8 0.7493 3.0235 2.1327  0.00
H9 2.1890 4.8093 1.2503  0.00
C14 4.4248 0.5316 0.5508  0.00
C15 4.1515 -0.5622 -0.4887  0.00
C16 2.6191 -0.5686 -0.6051  0.01
O12 2.1263 0.2112 0.4892  -0.02
C17 3.1743 0.4472 1.4155  0.01
H10 4.4744 1.5135 0.0742  0.00
H11 5.3411 0.3646 1.1166  0.00
H12 4.5003 -1.5260 -0.1160  0.00
H13 4.6337 -0.3618 -1.4452  0.00
H14 2.2057 -1.5762 -0.5500  0.00
H15 2.2602 -0.0944 -1.5225  0.00
H16 3.2443 -0.3749 2.1386  0.00
H17 2.9409 1.3722 1.9439  0.00

Atomic forces in eV per Å
-0.062 -0.821 1.637
-0.101 0.163 -0.181
-0.948 -0.853 0.161
0.115 0.233 -0.045
1.629 -0.625 -0.406
0.213 0.406 -0.008
-0.304 -0.025 -0.324
-0.128 -0.235 0.200
0.020 0.012 0.003
0.518 1.065 1.072
0.186 0.000 -0.083
0.092 0.043 -0.171
0.106 -0.074 0.066
-0.140 0.172 -0.505
-0.046 0.003 0.118
0.179 -0.144 0.551
-0.096 -0.068 -0.189
-0.012 0.050 0.128
-0.095 1.297 -1.323
0.224 -0.463 -0.194
-0.195 0.220 -0.186
0.365 0.331 1.097
-0.230 0.073 -0.321
-0.842 1.178 -1.195
0.004 -0.036 0.034
0.040 -0.002 -0.033
0.057 0.026 0.050
-0.084 -0.108 0.072
0.155 0.158 -0.125
-0.039 0.023 0.073
-0.098 0.136 -0.116
-0.469 -1.897 -0.149
-0.280 -0.041 0.388
-0.067 0.008 -0.047
0.020 0.009 -0.007
0.044 -0.026 0.052
0.037 -0.094 -0.009
0.010 0.004 0.008
-0.079 -0.024 -0.023
-0.035 0.075 0.061
0.063 -0.037 -0.062
0.198 -0.145 -0.176
0.045 0.046 0.029
-0.002 0.006 0.012
0.016 0.013 0.006
0.017 -0.011 -0.021
0.026 -0.036 -0.003
-0.046 0.032 0.039
0.023 0.005 0.013
-0.009 0.006 -0.006
0.006 -0.029 0.037

=====

No. 2
Below is C4H6 as an isolated structure at a distorted geometry, with properties calculated with the ωB97M-V functional and the def2-TZVPD basis.

Values from the calculation:
Kohn-Sham gap (spin up / spin down) (eV): 8.68 / 8.67
Charge: 0

Last column: natural (NBO) charge in e.
CARTESIAN COORDINATES (ANGSTROEM)
C1 0.1125 -0.3079 -0.4795  -0.06
C2 -0.6695 0.4385 0.1370  -0.31
C3 2.4409 -2.0079 -1.2437  -0.24
C4 -1.1298 1.4357 1.1166  -0.67
H1 -1.1163 0.0472 -0.9872  0.33
H2 2.4427 -2.2829 -2.3253  0.09
H3 1.6163 -2.5053 -0.5228  0.12
H4 -0.2770 1.8145 1.7744  0.26
H5 -1.7754 1.2132 1.9252  0.24
H6 -1.6443 2.1550 0.6054  0.23

Atomic forces in eV per Å
0.150 -0.709 -1.072
-0.120 0.131 1.038
-1.173 -0.564 1.570
2.132 -0.492 1.646
0.412 0.213 0.816
-0.632 -0.160 0.683
1.746 0.740 -2.144
-0.569 -0.115 -1.715
-1.130 -1.567 0.395
-0.815 2.523 -1.217

=====

No. 3
Below is C20H11Co2N5O6 as an isolated structure at a distorted geometry, with properties calculated with the ωB97M-V functional and the def2-TZVPD basis.

Values from the calculation:
Kohn-Sham gap (eV): 4.85
Charge: -2

Last column: natural (NBO) charge in e.
CARTESIAN COORDINATES (ANGSTROEM)
O1 2.5930 -0.3281 2.4861  -0.60
C1 1.6138 -0.3212 1.8667  0.50
Co1 0.1537 -0.3305 0.8837  0.13
C2 -0.6232 -2.2877 1.2640  0.49
O2 -1.2874 -2.7219 2.1543  -0.64
C3 0.2509 1.3588 0.2442  0.61
O3 0.4001 2.4801 -0.0224  -0.60
C4 1.0893 -0.9409 -0.9178  -0.41
C5 2.5345 -0.8144 -1.1403  0.07
C6 3.2361 0.3600 -0.8199  -0.24
C7 4.6189 0.4076 -0.9823  -0.21
C8 5.3229 -0.7000 -1.4678  -0.28
C9 4.6251 -1.8636 -1.8248  -0.22
C10 3.2378 -1.9074 -1.6809  -0.25
C11 0.2000 -1.9722 -0.9621  -0.02
C12 -0.2028 -3.0057 -0.0062  -0.63
Co2 -0.4763 -0.6710 -1.9371  -0.13
C13 -0.7736 1.0270 -2.3483  0.56
O4 -0.9701 2.0673 -2.8197  -0.60
C14 -0.2103 -1.2655 -3.5509  0.47
O5 -0.0427 -1.6103 -4.6442  -0.61
C15 -2.0517 -1.0779 -1.2437  0.56
O6 -3.0807 -1.4692 -0.8899  -0.60
H1 2.7041 1.2353 -0.4438  0.22
H2 5.1501 1.3209 -0.7035  0.19
H3 6.4108 -0.6644 -1.5633  0.19
H4 5.1558 -2.7343 -2.2164  0.19
H5 2.6748 -2.7948 -1.9794  0.21
H6 -1.0041 -3.6321 -0.4332  0.20
H7 0.6608 -3.6445 0.2836  0.21
N1 -4.1154 3.4464 3.0119  -0.81
C16 -3.7252 2.7637 1.9232  0.40
N2 -3.6632 3.3269 0.7095  -0.58
C17 -3.0361 2.6470 -0.2773  0.25
N3 -2.3580 1.4849 -0.1454  -0.52
C18 -2.4305 0.9065 1.0317  0.32
C19 -3.2353 1.4221 2.0943  -0.05
N4 -2.8583 0.8364 3.2685  -0.57
C20 -1.8965 -0.0630 2.9460  0.22
N5 -1.5550 -0.0148 1.6112  -0.56
H8 -4.0714 3.0228 3.9330  0.41
H9 -4.4363 4.4003 2.9174  0.38
H10 -3.0293 3.1007 -1.2732  0.17
H11 -1.4990 -0.7793 3.6643  0.21

Atomic forces in eV per Å
-0.241 0.044 -0.090
0.111 -0.222 0.258
-0.019 -1.618 0.214
2.576 2.163 -1.042
-0.713 -1.003 0.597
0.773 2.079 0.437
-0.166 -1.950 0.237
1.141 -2.410 -0.313
-0.967 -0.098 0.389
0.488 -0.105 -0.196
-0.141 -0.098 0.001
0.048 -0.180 -0.040
-0.221 0.410 0.102
0.464 0.021 -0.015
3.163 1.142 2.548
-0.256 -1.827 0.239
-3.615 2.027 -2.005
0.283 1.233 -1.055
-0.008 -0.778 0.535
0.322 -0.402 -1.329
-0.030 -0.064 -0.038
-1.251 -0.137 -0.442
0.821 0.190 -0.098
0.140 -0.367 -0.071
-0.064 -0.257 -0.111
-0.282 0.021 0.004
-0.082 0.240 0.089
0.140 0.264 0.143
0.125 -0.147 0.336
-0.361 0.081 -0.137
-0.823 1.162 0.982
1.184 -2.598 -1.048
-0.343 0.183 0.057
0.576 -1.604 0.864
-0.978 1.956 -1.755
0.048 0.046 3.390
1.149 1.061 -0.491
0.131 -1.249 0.883
-1.525 1.712 -1.489
-2.106 1.137 0.213
0.103 -0.007 -0.631
0.176 -0.350 -0.030
0.061 -0.087 0.387
0.164 0.384 -0.475

=====

No. 4
Below is C25H29Cl2N5ReSi as an isolated structure, with properties calculated with the ωB97M-V functional and the def2-TZVPD basis.

Values from the calculation:
Kohn-Sham gap (spin up / spin down) (eV): 6.42 / 6.22
Charge: +2
Expectation value of S²: 0.764
Spin multiplicity: 2

Last column: Mulliken spin population.
CARTESIAN COORDINATES (ANGSTROEM)
Re1 0.2063 0.6425 -0.4512  0.82
N1 4.3983 0.1814 -0.1713  0.01
C1 3.2236 -0.3220 0.1802  0.01
N2 2.2929 0.4878 -0.2846  0.02
C2 2.9901 1.4697 -0.9381  0.01
N3 4.2768 1.3173 -0.8871  0.00
C3 2.2361 2.5271 -1.6143  0.01
C4 2.8192 3.6268 -2.2183  0.00
N4 2.0812 4.5800 -2.7806  0.00
C5 0.7615 4.4453 -2.7318  0.00
C6 0.1512 3.3458 -2.1389  0.00
N5 0.8892 2.3784 -1.5846  -0.02
H1 5.3143 -0.1869 0.0261  0.00
H2 3.0766 -1.2298 0.7513  0.00
H3 3.8999 3.7320 -2.2418  0.00
H4 0.1573 5.2276 -3.1769  0.00
H5 -0.9212 3.2440 -2.1119  0.00
Cl1 -4.3074 1.6184 0.3131  0.00
C7 -3.7600 0.6393 -0.9901  0.00
Cl2 -1.9991 1.0867 -1.4645  0.02
H6 -4.2793 0.8572 -1.9107  0.00
H7 -3.7205 -0.4108 -0.7411  0.00
C8 0.5634 1.9315 4.2678  0.00
Si1 -0.4308 0.7840 3.1858  0.01
C9 0.0490 -0.9820 3.5428  0.00
C10 -2.2362 1.1868 3.3647  0.00
C11 0.2063 1.3143 1.4066  -0.03
H8 0.2259 1.8370 5.3052  0.00
H9 0.4511 2.9820 3.9825  0.00
H10 1.6302 1.6856 4.2476  0.00
H11 0.1771 -1.0856 4.6277  0.00
H12 1.0127 -1.2334 3.0836  0.00
H13 -0.6841 -1.7210 3.2212  0.00
H14 -2.4808 1.2003 4.4333  0.00
H15 -2.9135 0.4793 2.8821  0.00
H16 -2.4521 2.1872 2.9749  0.00
H17 -0.3153 2.2896 1.2882  0.01
H18 1.2567 1.5208 1.6502  0.01
C12 -4.2284 -3.1401 1.7066  0.02
C13 -3.6650 -4.1200 0.8997  -0.01
C14 -2.5227 -3.8387 0.1709  0.02
C15 -1.9165 -2.5763 0.2368  0.01
C16 -2.4849 -1.6084 1.0739  0.02
C17 -3.6362 -1.8858 1.7938  -0.01
C18 -0.7633 -2.3569 -0.6276  0.07
C19 0.0099 -1.2860 -0.9506  -0.05
C20 1.0099 -1.3907 -2.0493  0.03
C21 2.0669 -2.2995 -2.0658  0.01
C22 3.0060 -2.2484 -3.0834  0.00
C23 2.9283 -1.2721 -4.0758  0.00
C24 1.8819 -0.3662 -4.0731  0.00
C25 0.9151 -0.4388 -3.0719  0.01
H19 -5.1241 -3.3548 2.2764  0.00
H20 -4.1166 -5.1031 0.8399  0.00
H21 -2.0926 -4.6024 -0.4699  0.00
H22 -2.0084 -0.6418 1.1797  0.00
H23 -4.0747 -1.1343 2.4376  0.00
H24 -0.4810 -3.2619 -1.1692  0.00
H25 2.1493 -3.0511 -1.2865  0.00
H26 3.8071 -2.9777 -3.1105  0.00
H27 3.6692 -1.2437 -4.8659  0.00
H28 1.7900 0.3659 -4.8671  0.00
H29 0.0341 0.1987 -3.1455  0.00

Atomic forces in eV per Å
0.457 0.466 -0.510
0.311 -0.033 -0.021
0.096 -0.142 0.272
-0.288 0.163 -0.053
-0.525 0.181 -0.233
0.152 -0.191 0.125
-0.088 -0.138 0.171
-0.013 0.117 -0.097
-0.045 -0.085 0.057
0.120 -0.002 -0.022
0.140 -0.055 0.001
0.293 -0.278 0.070
0.173 -0.058 0.029
0.021 0.155 -0.099
-0.105 0.002 0.002
0.046 -0.032 0.018
-0.035 0.022 0.003
-0.044 -0.001 0.113
0.469 0.018 -0.041
-0.504 0.060 0.200
-0.150 0.022 -0.117
-0.046 -0.115 0.078
0.049 0.037 0.023
0.164 0.031 0.070
0.095 -0.018 0.062
-0.161 -0.018 -0.031
-0.346 0.340 0.398
0.038 0.005 -0.075
-0.010 -0.086 0.020
-0.089 0.023 0.006
-0.039 -0.024 -0.149
-0.106 0.042 0.066
-0.016 0.015 -0.046
0.028 -0.028 -0.107
0.119 0.146 0.068
0.028 -0.083 0.055
-0.047 -0.119 0.074
-0.020 0.083 0.019
-0.044 -0.091 -0.020
-0.043 -0.018 0.029
0.053 -0.018 -0.060
0.044 0.145 0.043
0.028 -0.107 0.016
0.077 0.050 -0.060
0.231 0.058 -0.168
-0.355 -0.838 -0.100
-0.294 0.296 -0.036
0.210 -0.046 0.027
-0.009 -0.076 0.095
0.020 0.071 -0.084
0.033 -0.004 0.003
-0.030 -0.014 -0.128
0.045 0.004 -0.018
0.027 0.076 -0.004
-0.032 0.068 0.056
0.040 0.085 -0.026
-0.003 -0.030 -0.011
-0.040 0.049 0.013
-0.041 0.041 -0.042
-0.040 0.029 -0.005
-0.040 -0.003 0.057
0.004 -0.044 0.031
0.038 -0.103 -0.004

=====

- Among the records above, which one has the highest charge?
  C25H29Cl2N5ReSi

=====

- Among the records above, which one has the highest charge?
  C25H29Cl2N5ReSi